1.
117
Properties=species:S:1:pos:R:3:forces:R:3 method="wB97M-V/def2-TZVPD" de_lowest_kcal_mol=0.00 smiles=COC[C@H](C)N.COC[C@H](C)N.COC[C@H](C)N.COCCNCCOC.COCCNCCOC.CCO.CCO e_homo_ev=-8.3 energy_ev=-56125.769 homo_lumo_gap_ev=9.0 max_force_ha_per_bohr=0.0326 charge=0
C 0.80256 1.68802 -0.68706 -0.996 -1.018 -0.316
C -0.69686 1.49270 -0.45469 0.049 1.177 -0.887
O -1.37240 1.61238 -1.73443 0.627 -0.164 0.116
H 1.11884 0.79515 -1.23431 0.549 0.163 0.139
H 1.30252 1.77014 0.27147 0.311 0.003 -0.031
H 0.95786 2.55257 -1.32695 0.110 0.169 0.197
H -1.04235 2.33087 0.15715 -0.251 -0.420 0.389
H -0.94518 0.50861 -0.06124 0.134 0.179 0.487
H -2.16251 2.15493 -1.60572 -0.264 -0.275 0.089
C -2.41294 -0.89353 -4.20580 -0.380 0.533 -0.266
C -1.75597 -1.66880 -3.07856 0.690 0.058 0.225
O -0.62093 -0.98218 -2.52552 0.104 -0.280 0.001
H -2.67106 -1.51992 -5.06058 0.029 -0.108 0.078
H -1.73984 -0.11257 -4.56614 0.190 -0.183 -0.022
H -3.32634 -0.36829 -3.91135 0.072 -0.244 0.124
H -1.34256 -2.60235 -3.46371 -0.036 -0.026 0.039
H -2.43620 -1.92051 -2.25746 -0.236 0.034 -0.234
H -0.87431 -0.08871 -2.24737 -0.350 0.122 -0.255
C -0.21686 -2.83881 8.08017 0.061 -0.264 0.457
O -1.24261 -2.20643 7.35783 0.132 0.100 -0.159
C -1.35820 -2.68728 6.02241 -0.456 -0.047 0.433
C -0.17755 -2.45060 5.09626 -0.086 0.032 -0.455
N -0.22509 -1.14372 4.43868 -0.508 -1.061 0.119
C 0.26358 -0.09734 5.30587 0.744 0.085 -0.362
C 0.25752 1.25224 4.62608 -0.965 -0.033 -0.155
O 1.27643 1.34879 3.65969 0.108 0.043 0.342
C 1.29575 2.63094 3.07749 0.090 -0.400 -0.606
H -0.39924 -2.71535 9.15000 -0.166 0.196 -0.105
H 0.77396 -2.41977 7.87715 -0.024 -0.082 -0.174
H -0.21223 -3.92249 7.89940 0.117 0.071 -0.151
H -2.22604 -2.17138 5.60798 0.084 0.088 -0.052
H -1.63591 -3.75250 6.06128 0.313 -0.022 0.026
H -0.25724 -3.24237 4.34279 0.068 0.219 -0.178
H 0.79627 -2.61230 5.58440 -0.148 -0.080 0.208
H 0.16929 -1.23931 3.50552 0.121 0.706 0.350
H 1.29223 -0.32796 5.64057 -0.070 0.188 0.170
H -0.38384 -0.06835 6.18261 0.036 0.100 0.071
H 0.30555 2.08857 5.33648 0.297 -0.161 0.149
H -0.72726 1.34702 4.13128 0.136 0.061 -0.020
H 0.34952 2.82775 2.55630 -0.017 0.126 0.110
H 2.08543 2.60253 2.32853 0.069 0.231 0.027
H 1.49674 3.42675 3.79964 -0.027 -0.031 0.111
C 1.19653 -1.59124 1.05612 0.679 -0.912 -0.736
O -0.08049 -1.27194 1.53180 0.224 0.239 0.287
C -1.11994 -2.00981 0.92281 0.103 0.077 0.357
C -2.38923 -1.63513 1.65746 -0.343 0.454 -0.448
N -3.55465 -1.86177 0.80314 -0.231 -0.471 0.372
C -3.72767 -3.22522 0.32849 0.861 -0.588 -0.169
C -4.94910 -3.28474 -0.55689 -0.626 0.237 0.000
O -5.21384 -4.53698 -1.14543 0.267 -0.342 0.162
C -4.17681 -4.99703 -1.99081 -0.156 -0.043 -0.023
H 1.21228 -1.63896 -0.04162 0.006 0.281 0.064
H 1.55519 -2.58316 1.38863 -0.373 0.063 0.135
H 1.95159 -0.88789 1.39823 -0.341 0.378 0.088
H -0.90944 -3.08293 1.01871 0.020 0.004 -0.264
H -1.21356 -1.70748 -0.12772 0.084 -0.289 -0.087
H -2.34480 -0.55103 1.78646 0.102 -0.043 0.388
H -2.45470 -2.11582 2.63841 0.071 -0.035 0.013
H -4.39985 -1.61292 1.30851 0.121 0.105 0.135
H -3.75043 -3.99336 1.12241 -0.347 0.209 0.097
H -2.84427 -3.51359 -0.25104 -0.006 0.298 -0.111
H -4.90568 -2.49875 -1.32211 0.210 -0.156 0.036
H -5.81987 -3.05654 0.06842 -0.091 -0.101 -0.103
H -3.95232 -4.26521 -2.77635 0.016 -0.014 0.012
H -4.52587 -5.92375 -2.44238 -0.063 0.067 -0.077
H -3.25652 -5.23213 -1.44712 -0.012 0.083 0.039
C -6.45528 0.01392 -0.63351 -0.450 -0.556 -0.897
C -5.34000 0.72793 -1.40641 0.637 -0.422 1.170
C -4.89105 1.97406 -0.63278 -0.432 -0.195 -0.426
O -3.82389 2.64143 -1.28428 0.107 0.426 -0.181
C -4.24348 3.54732 -2.29316 -0.633 -0.185 0.136
N -4.25332 -0.24947 -1.55161 -0.008 0.585 -0.514
H -6.92179 -0.66904 -1.35184 -0.044 -0.079 0.210
H -7.26961 0.61446 -0.22840 0.246 0.363 -0.015
H -6.05879 -0.62669 0.15478 0.103 0.265 0.104
H -5.67469 0.98649 -2.41098 -0.159 0.232 0.022
H -4.52251 1.69119 0.35418 -0.002 -0.095 0.016
H -5.75799 2.63923 -0.50475 0.217 0.172 0.023
H -4.90318 3.06532 -3.02349 0.081 -0.064 0.028
H -3.37551 3.92264 -2.82613 0.129 0.075 0.168
H -4.81428 4.35289 -1.82068 0.161 0.187 -0.159
H -3.98410 -0.64227 -0.65374 -0.044 -0.035 0.141
H -3.40928 0.19218 -1.91023 -0.205 0.126 -0.054
C 3.23021 0.06669 -4.40570 1.241 -0.327 0.500
C 3.21857 -1.37926 -3.90358 -0.741 0.206 -0.424
C 4.58277 -1.99667 -3.71400 -0.351 -0.262 1.271
O 5.29035 -2.12705 -4.89538 0.272 0.194 -0.726
C 6.52947 -2.76223 -4.69485 0.339 0.676 0.380
N 2.54130 -1.43206 -2.60721 0.056 0.128 0.067
H 3.64928 0.08497 -5.41230 -0.490 0.109 -0.181
H 3.94606 0.65161 -3.81335 -0.266 0.015 0.180
H 2.24393 0.50956 -4.30387 -0.073 0.077 -0.337
H 2.67854 -1.94278 -4.68547 0.141 -0.204 0.200
H 4.43239 -2.98449 -3.23392 0.026 -0.012 -0.223
H 5.11916 -1.41665 -2.94030 0.129 0.137 -0.333
H 7.09557 -2.23520 -3.90759 -0.186 -0.291 0.123
H 7.15133 -2.64000 -5.57863 -0.306 -0.314 -0.287
H 6.38245 -3.80887 -4.41773 0.181 -0.075 -0.058
H 1.58908 -1.09179 -2.69312 -0.074 -0.053 -0.011
H 2.47405 -2.38069 -2.25623 0.024 -0.041 -0.116
C 5.77082 5.87975 1.09776 -0.109 0.557 0.240
C 5.96657 5.34073 -0.30332 -0.690 -1.485 0.365
C 4.62289 4.85772 -0.89442 -0.177 0.582 0.139
O 3.98197 3.83573 -0.17319 -0.209 -0.049 0.484
C 4.55239 2.56665 -0.39224 0.760 0.403 -0.568
N 6.63744 6.25884 -1.15446 0.820 1.068 -0.643
H 5.32157 6.88077 1.09947 -0.025 -0.068 -0.172
H 6.71933 5.96811 1.62791 0.020 -0.066 -0.049
H 5.10123 5.23622 1.66689 0.066 -0.108 -0.022
H 6.58483 4.44381 -0.17013 0.203 0.163 -0.277
H 4.73298 4.54626 -1.94277 0.159 0.130 -0.013
H 3.95172 5.72448 -0.84627 -0.091 -0.129 -0.232
H 4.14882 1.86019 0.32246 -0.187 -0.092 -0.064
H 5.64267 2.61998 -0.27945 -0.063 -0.217 0.250
H 4.39686 2.26220 -1.43551 -0.312 -0.274 0.146
H 6.20194 7.16913 -1.23726 -0.197 -0.063 0.335
H 6.80112 5.95302 -2.10344 -0.031 -0.402 0.091

2.
93
Properties=species:S:1:pos:R:3:forces:R:3 method="wB97M-V/def2-TZVPD" de_lowest_kcal_mol=0.00 e_homo_ev=-12.3 energy_ev=-82876.254 homo_lumo_gap_ev=7.2 max_force_ha_per_bohr=0.0232 charge=+2
Sc -0.02024 0.31139 0.25841 -1.150 0.191 -0.254
C 5.34660 0.45751 0.01270 -0.069 -0.054 -0.067
C 3.91135 0.97662 -0.00529 -0.364 0.073 0.037
C 3.69613 2.07144 1.04640 -0.014 -0.044 -0.052
P 2.56442 -0.28380 0.21873 0.867 -0.454 0.320
C 2.98343 -1.80480 -0.74376 -0.424 0.213 -0.108
C 1.84238 -2.79927 -0.49926 0.178 0.063 0.066
C 3.11044 -1.45839 -2.22696 0.098 0.021 0.101
C 2.61694 -0.82073 1.95726 -0.285 0.111 -0.058
C 3.79143 -1.29684 2.54039 -0.024 -0.013 -0.008
C 3.85271 -1.66966 3.87363 0.008 -0.018 0.023
C 5.13047 -2.14777 4.50397 -0.048 0.040 0.029
C 2.67937 -1.56732 4.62152 0.105 -0.028 -0.039
C 1.49649 -1.13086 4.06060 -0.294 0.086 -0.169
C 1.42982 -0.74966 2.71419 0.740 -0.279 0.365
N 0.24809 -0.33799 2.10599 -0.130 0.402 -0.478
C -0.97028 -0.31616 2.83882 -0.293 -0.016 0.046
C -1.33954 0.81999 3.58336 0.139 -0.014 -0.091
C -0.41132 2.00068 3.68284 -0.036 -0.122 0.034
C -2.54901 0.81190 4.26597 -0.043 -0.003 0.006
C -3.40168 -0.28841 4.23874 -0.019 0.009 -0.029
C -4.66136 -0.29262 5.06071 0.066 -0.017 0.012
C -3.02836 -1.39663 3.48263 0.019 -0.038 0.078
C -1.81754 -1.44050 2.79667 0.152 0.053 -0.045
C -1.38021 -2.69482 2.08906 -0.039 0.099 0.150
H 6.00245 1.23596 -0.37864 0.025 -0.010 0.013
H 5.47921 -0.42892 -0.60839 0.053 0.010 0.019
H 5.67584 0.23473 1.02589 0.002 -0.019 0.000
H 3.71106 1.39588 -0.99788 -0.023 -0.008 0.002
H 3.92866 1.69084 2.04160 0.011 0.009 0.005
H 2.66428 2.43198 1.05633 0.033 0.050 0.013
H 4.34912 2.92101 0.84478 0.003 -0.002 -0.005
H 3.91804 -2.21945 -0.36206 0.021 0.027 0.033
H 0.88468 -2.36681 -0.82604 -0.021 -0.098 -0.031
H 1.76507 -3.06489 0.55560 -0.067 0.003 0.002
H 1.99551 -3.71511 -1.07014 -0.019 0.015 -0.033
H 2.19950 -0.96917 -2.58646 0.010 -0.021 -0.058
H 3.25959 -2.36238 -2.81757 -0.012 0.002 -0.006
H 3.95212 -0.79223 -2.41894 -0.026 0.010 -0.035
H 4.68249 -1.39282 1.93262 0.018 0.004 0.019
H 5.89923 -2.33424 3.75601 0.006 -0.007 0.005
H 4.96859 -3.06620 5.06815 0.023 -0.009 -0.014
H 5.51044 -1.39925 5.20180 0.039 -0.027 -0.006
H 2.69522 -1.85062 5.66745 -0.022 0.002 -0.001
H 0.59588 -1.08852 4.66227 0.026 -0.007 0.034
H 0.01547 2.25514 2.71327 0.033 0.070 0.023
H 0.42321 1.76769 4.34822 0.009 0.019 -0.006
H -0.92818 2.87155 4.08383 0.016 0.010 0.019
H -2.81830 1.67171 4.87112 0.009 0.014 -0.012
H -4.40703 -0.28267 6.12171 -0.044 0.002 0.006
H -5.25900 -1.18408 4.87527 -0.030 0.025 -0.015
H -5.26838 0.59431 4.87084 -0.032 -0.010 0.017
H -3.66968 -2.27264 3.47115 0.014 0.007 0.005
H -2.19526 -3.41342 2.02402 0.007 -0.008 -0.001
H -0.55508 -3.15820 2.63482 0.001 -0.020 -0.019
H -1.02434 -2.48370 1.08293 0.006 -0.072 -0.074
C -4.43080 4.42754 0.42809 -0.163 0.279 0.052
N -3.80945 3.08798 0.26075 -0.007 0.090 0.054
C -3.54431 2.81932 -1.17916 0.047 -0.090 -0.317
C -2.58359 2.88343 1.14790 0.402 0.108 0.036
C -1.30760 3.40107 0.53422 -0.283 -0.117 -0.022
C -1.05368 4.77041 0.57074 0.013 -0.125 0.027
C 0.04493 5.29535 -0.09274 0.056 0.029 -0.037
C 0.89472 4.43913 -0.77304 0.102 0.062 0.019
C 0.67943 3.06851 -0.71586 -0.264 -0.443 -0.077
C -0.42993 2.48344 -0.07408 0.317 0.269 0.276
H -5.34993 4.47556 -0.15220 0.027 -0.078 -0.032
H -3.74648 5.18848 0.06588 0.089 -0.043 -0.016
H -4.65839 4.60702 1.47632 0.054 -0.085 0.015
H -4.48628 2.39457 0.58072 0.041 -0.088 -0.004
H -2.89899 3.60066 -1.56985 0.016 0.036 0.058
H -4.48665 2.82184 -1.72435 -0.058 0.050 0.113
H -3.04884 1.85796 -1.29542 0.024 0.069 0.109
H -2.50173 1.80990 1.30563 -0.105 -0.013 0.005
H -2.80558 3.36803 2.09873 -0.131 -0.042 -0.007
H -1.68887 5.42768 1.15417 -0.056 0.038 -0.066
H 0.24127 6.35902 -0.07167 -0.013 -0.007 0.000
H 1.74558 4.83120 -1.31534 0.000 0.022 0.022
H 1.40543 2.42775 -1.21932 0.046 0.036 0.011
C -5.77238 -0.29898 1.42948 -0.149 -0.056 0.030
N -4.45451 -0.08786 0.81416 -0.179 0.021 0.127
C -4.09445 -0.44370 -0.43149 0.152 0.017 0.113
S -2.43750 -0.62606 -0.81933 0.657 -0.222 -0.281
N -4.95323 -0.63446 -1.42601 0.006 -0.091 0.042
C -6.40809 -0.50030 -1.47636 -0.152 0.041 0.118
H -5.68431 -0.03067 2.47877 0.035 0.006 -0.007
H -6.08778 -1.34142 1.37211 0.053 0.009 -0.006
H -6.53648 0.32727 0.97794 0.034 0.004 0.076
H -3.69541 -0.20621 1.48077 0.034 0.035 -0.053
H -4.50962 -0.95724 -2.27213 0.046 0.065 -0.038
H -6.91438 -1.26613 -0.89196 0.029 0.013 -0.026
H -6.71384 -0.60748 -2.51245 0.057 -0.011 -0.023
H -6.72440 0.48434 -1.13608 0.017 -0.011 -0.061

3.
10
Properties=species:S:1:pos:R:3:forces:R:3 method="wB97M-V/def2-TZVPD" de_lowest_kcal_mol=95.83 smiles=OC#CC(O)O e_homo_ev=-9.5 energy_ev=-9314.545 homo_lumo_gap_ev=9.9 max_force_ha_per_bohr=0.0821 charge=0
C 0.51318 0.24873 0.74393 -0.418 3.466 -1.033
O -0.19874 -0.11873 1.87380 -0.273 -0.112 0.096
O 1.84279 -0.12285 0.80057 0.345 -0.241 -0.102
O -1.52487 -0.48381 -2.48758 -0.051 -0.628 -0.492
C -0.72499 -0.47475 -1.45052 0.200 2.148 0.855
C -0.10379 0.04890 -0.52575 -0.867 -3.760 -1.712
H -0.64012 -0.96020 1.69813 0.084 0.045 0.008
H 2.17506 0.05297 1.69004 -0.171 0.078 -0.078
H -1.68092 0.40724 -2.83409 0.133 -0.108 0.252
H 0.34241 1.40251 0.49148 1.018 -0.888 2.205